Entry 1:
This record from the OMol25 dataset describes the molecule C3H7ClFN. The level of theory is ωB97M-V with the def2-TZVPD basis set.

Last column: Mulliken charge in e.
Positions of all 13 atoms, in Å:
H (0.0832, 1.5597, 1.1794)  0.31
H (-0.7810, -0.2923, 1.6221)  0.29
H (1.6322, -0.7833, 1.3904)  0.25
F (2.7190, -0.1105, -0.3392)  -0.30
H (1.4960, -1.7892, -0.3796)  0.28
H (-0.0842, 1.9723, -0.4555)  0.31
Cl (-2.2085, -0.1169, -0.2220)  -0.17
C (0.4579, 0.1630, -0.2211)  0.10
H (-0.6844, -1.5801, 0.4035)  0.31
N (0.4967, 1.4729, 0.2291)  -0.65
C (-0.7894, -0.4960, 0.4558)  -0.54
C (1.5778, -0.7289, 0.2402)  -0.52
H (0.4582, -0.0454, -1.3859)  0.34

Cartesian forces, eV/Å:
0.3756 0.0455 -1.1763
0.0930 -0.0405 -2.2592
0.3784 -0.1887 -1.8182
-0.0225 -0.7308 1.0524
0.1384 2.4076 2.2494
0.3325 0.4653 0.9181
-4.3283 1.5009 -1.8692
-1.6944 -4.0374 -0.3287
0.0542 -0.1887 0.0202
0.0034 2.7397 -0.3771
3.9239 -2.0672 2.9163
1.1360 -1.1062 -1.5603
-0.3901 1.2005 2.2327

The calculation puts the lowest unoccupied orbital energy at 0.87 eV. The total charge is 0. The SMILES is N[C@@H](CF)CCl. Its multiplicity is 1. Its HOMO energy is -0.3472 Ha. The calculation puts the frontier orbital gap at 10.322 eV.

***

Entry 2:
This record from the OMol25 dataset describes a structure of composition C3H7ClMgNO. The level of theory is ωB97M-V with the def2-TZVPD basis set.

Last column: Mulliken charge in e.
Positions of all 14 atoms, in Å:
H (0.1639, -2.3361, 0.1371)  0.35
O (-2.0739, -1.2040, 0.3858)  -0.56
Mg (-1.7464, 1.1478, -3.3110)  1.04
C (0.8307, 0.9335, 0.8010)  -0.47
C (0.7146, -1.4326, -0.1247)  -0.87
H (1.6264, -1.4828, 0.4705)  0.34
H (0.9295, -1.2185, -1.1716)  0.25
H (0.4354, 1.6466, 1.5244)  0.32
Cl (-0.4306, 1.8028, -2.0679)  -0.15
H (1.8891, 0.8005, 1.0252)  0.29
H (0.6931, 1.4520, -0.1478)  0.05
C (-1.3198, -0.3322, 0.7293)  -0.01
H (-1.7349, 0.5888, 1.1672)  0.37
N (0.0229, -0.3660, 0.5828)  0.06

Cartesian forces, eV/Å:
0.0171 -0.1374 -0.8857
-0.7688 -1.0806 -0.7071
-3.2643 -1.7531 -2.8233
-1.3815 -0.7466 -1.0546
0.0333 0.2146 2.1542
0.4904 -0.4149 -0.6697
-0.2313 -0.2161 -0.0536
-0.4179 -0.6639 0.3787
2.9335 1.7005 2.4960
-0.2359 -0.5593 -0.1096
0.8630 0.1223 0.2457
0.5758 0.7567 0.0482
0.4214 0.1618 0.2742
0.9652 2.6160 0.7066

The calculation puts the lowest unoccupied orbital energy at -7.64 eV. The total charge is +1. Its multiplicity is 1. Its HOMO energy is -0.4472 Ha. The calculation puts the frontier orbital gap at 4.526 eV.

***

Entry 3:
This record from the OMol25 dataset describes the molecule C3H7ClN2Si. The level of theory is ωB97M-V with the def2-TZVPD basis set.

Last column: Mulliken charge in e.
Positions of all 14 atoms, in Å:
Cl (-2.8224, -0.6575, 0.7286)  -0.33
H (-0.1350, 1.9825, -0.0714)  0.27
H (-1.7179, 1.8142, 0.9662)  0.29
N (0.2895, -0.6772, 0.7193)  -0.26
H (2.1532, -1.6138, 0.7088)  0.32
C (1.1715, -1.5776, 0.2899)  0.38
Si (-1.1051, -0.2192, -0.4038)  0.46
H (-0.7243, -0.7521, -2.7980)  0.22
H (-1.7299, 2.2412, -0.8135)  0.29
N (-1.1540, -0.9345, -1.8902)  -0.55
C (-1.2230, 1.6998, 0.0343)  -1.00
H (1.4635, -3.1785, -1.3855)  0.35
H (0.4961, -0.3276, 1.5902)  0.24
C (1.1061, -2.4300, -0.7529)  -0.69

Cartesian forces, eV/Å:
-0.0114 -0.8339 -0.0989
-1.0809 0.3383 0.7853
-0.0172 0.3549 0.7708
-0.8194 -1.0760 -2.9294
0.7681 -0.3370 0.8161
-0.6372 -1.5997 -2.6199
-0.9026 1.9118 1.2759
-0.0275 0.1131 0.7564
0.2005 -0.4954 1.0257
1.4149 -0.9535 0.6446
1.8655 -1.0566 -3.5564
0.2225 -0.7084 -0.8535
0.2154 1.3308 2.1352
-1.1907 3.0116 1.8482

The calculation puts the lowest unoccupied orbital energy (alpha / beta) at -2.20 / -1.95 eV. The total charge is 0. Its multiplicity is 1. Its HOMO energy (alpha / beta) is -0.3307 / -0.3370 Ha. The calculation puts the frontier orbital gap (alpha / beta) at 6.799 / 7.222 eV.

***

One value per record, in order, for energy above the lowest of the compared OMol25 structures with the same formula, charge and spin: 179.92; 324.88; 528.19 kJ/mol.
One value per record, in order, for electronic energy: -733.25685; -908.49566; -977.61266 Eh.
One value per record, in order, for largest force on an atom: 5.31; 4.66; 4.15 eV/A.